Record 1
Below is C27H39CoN3O4P as an isolated structure, with properties calculated with ωB97M-V/def2-TZVPD.

```
! RIJCOSX wB97M-V def2-TZVPD def2/J DEFGRID3
* xyz 4 1
Co -0.33053 -0.01728 0.17068
C 0.90202 -2.09046 -1.74771
O 0.96465 -1.47254 -0.42634
C 2.35206 -1.42007 0.00905
C 2.52332 -0.25396 0.94591
O 1.68073 0.85568 0.53078
C 2.14082 1.64887 -0.58373
C 1.51465 1.14480 -1.85909
O 0.10067 0.91498 -1.60466
C -0.65648 0.99463 -2.84230
H 1.06225 -3.15980 -1.64474
H 1.67902 -1.66877 -2.38324
H -0.07528 -1.90158 -2.16992
H 2.97468 -1.31471 -0.87970
H 2.61604 -2.35403 0.50814
H 3.56663 0.06335 0.97790
H 2.21390 -0.49986 1.95934
H 3.22984 1.62099 -0.64813
H 1.84036 2.67300 -0.36712
H 1.97341 0.22753 -2.22148
H 1.61042 1.89901 -2.64173
H -0.45377 1.95393 -3.31646
H -1.70912 0.92588 -2.58983
H -0.36879 0.18650 -3.51498
O 0.21971 0.89055 2.69193
N -0.34977 -0.24345 2.08264
C -0.92099 -0.95682 2.98749
C -1.89644 -1.99891 2.81032
C -2.25311 -2.70868 3.96186
C -3.25625 -3.66540 3.91516
C -3.92403 -3.89731 2.72233
C -3.57452 -3.19951 1.56857
C -2.56271 -2.24692 1.59785
P -2.16174 -1.50442 -0.00605
C -3.59885 -0.55109 -0.51488
C -3.81151 -0.20582 -1.85741
C -4.94444 0.50465 -2.22255
C -5.86780 0.88800 -1.25512
C -5.65890 0.56209 0.08018
C -4.53051 -0.15350 0.45492
C -1.91685 -2.98469 -0.99018
C -2.54371 -3.23776 -2.21633
C -2.37541 -4.46963 -2.83028
C -1.58950 -5.44797 -2.23495
C -0.97487 -5.20771 -1.00640
C -1.13171 -3.98504 -0.38719
H 0.99228 1.14157 2.15399
H -0.67276 -0.68064 4.00989
H -1.74444 -2.50750 4.89666
H -3.52178 -4.21568 4.80783
H -4.72137 -4.62791 2.67913
H -4.09912 -3.41695 0.64589
H -3.12112 -0.52539 -2.62529
H -5.12374 0.73700 -3.26410
H -6.76255 1.42236 -1.54726
H -6.39494 0.83266 0.82598
H -4.41013 -0.44957 1.49120
H -3.20447 -2.51958 -2.67651
H -2.87806 -4.67479 -3.76579
H -1.47199 -6.40944 -2.71809
H -0.38687 -5.98303 -0.53332
H -0.66878 -3.81513 0.57823
N -1.96236 5.23590 1.43925
C -2.37340 3.85828 0.98010
C -1.17308 2.90936 0.84665
N -1.62241 1.53837 0.47642
H -2.78519 5.84832 1.51824
H -1.31758 5.69872 0.78769
H -1.51551 5.22694 2.36394
H -2.89722 3.99021 0.03335
H -3.08520 3.49120 1.71992
H -0.63717 2.83587 1.79212
H -0.48755 3.25848 0.07375
H -2.14695 1.58161 -0.39948
H -2.30742 1.21832 1.16162
*
```

The HOMO energy (spin up / spin down) is -19.48 / -19.47 eV. Its energy relative to the best compared isomer or geometry (same formula, charge and spin) is 0.679 eV. Its HOMO-LUMO gap (spin up / spin down) is 6.8 / 6.3 eV.

---

Record 2
Below is C27H39HgN4O2Se2Si as an isolated structure, with properties calculated with ωB97M-V/def2-TZVPD.

```
! RIJCOSX wB97M-V def2-TZVPD def2/J DEFGRID3
* xyz -2 2
Hg -0.55306 -1.15862 0.52105
C -0.26495 1.98977 2.06115
C 0.54047 1.19239 3.08504
C 1.76258 0.55498 2.47773
C 3.01133 0.63062 3.08558
C 4.10321 0.06703 2.44917
C 3.93360 -0.56381 1.22850
C 2.65561 -0.62174 0.69513
N 1.60564 -0.07356 1.31194
N -1.27023 1.24754 1.27700
C -2.48032 0.95325 2.06520
C -2.35103 -0.15141 3.08590
C -3.05422 -0.08817 4.25409
C -3.04586 -1.18969 5.16623
C -2.22016 -2.27136 4.78401
C -1.52515 -2.25189 3.60912
N -1.57207 -1.20753 2.70219
C -1.65327 2.09444 0.14414
C -2.42058 1.36770 -0.91989
C -3.28698 2.04559 -1.77689
C -3.86951 1.34994 -2.81637
C -3.59277 -0.00167 -2.98318
C -2.73549 -0.59812 -2.07695
N -2.18170 0.07205 -1.07143
H -0.77724 2.82418 2.56755
H 0.43380 2.42269 1.34024
H 0.86751 1.88932 3.86081
H -0.06019 0.42722 3.57724
H 3.11393 1.15179 4.02911
H 5.08812 0.13470 2.89866
H 4.75987 -0.99546 0.68068
H 2.46656 -1.10244 -0.26577
H -2.80899 1.87926 2.56717
H -3.26528 0.68207 1.35049
H -3.62416 0.81182 4.46112
H -3.58901 -1.17126 6.09946
H -2.11104 -3.14041 5.42590
H -0.88535 -3.08434 3.33722
H -2.24274 2.95960 0.49049
H -0.75825 2.53187 -0.32843
H -3.45457 3.10465 -1.63332
H -4.52846 1.86265 -3.50793
H -4.01396 -0.57525 -3.79731
H -2.46726 -1.64646 -2.15382
O 3.00369 3.14340 -5.25086
C 3.15202 2.06111 -4.31641
C 2.14350 2.08714 -3.15965
C 0.76057 1.84476 -3.77413
O -0.28223 1.61504 -2.83152
C 2.51567 0.95938 -2.18478
Se 2.41298 -0.90228 -2.87209
C 2.27241 3.46723 -2.46995
Se 1.61358 3.77406 -0.62756
H 2.90297 3.93682 -4.71280
H 4.16337 2.07927 -3.88874
H 3.04609 1.13867 -4.88552
H 0.83722 0.97001 -4.42953
H 0.45962 2.71268 -4.36676
H 0.05533 0.92421 -2.24558
H 1.87108 1.07443 -1.30913
H 3.51699 1.17199 -1.79624
H 1.77711 4.21175 -3.10344
H 3.33991 3.71566 -2.44829
C -1.75467 -4.39256 0.34736
Si -0.17163 -3.46220 -0.11163
C 1.23676 -4.12456 0.95900
C 0.21212 -3.89348 -1.89082
H -1.57742 -5.47407 0.32083
H -2.54370 -4.16571 -0.37372
H -2.11972 -4.12234 1.33906
H 1.17355 -5.21458 1.05256
H 1.23683 -3.69578 1.96173
H 2.19214 -3.87806 0.49063
H 0.15923 -4.97898 -2.03019
H 1.20031 -3.52524 -2.17014
H -0.48402 -3.41171 -2.57974
*
```

The HOMO energy (spin up / spin down) is 0.29 / -0.79 eV. As for the expectation value of S²: 0.764. Its energy relative to the best compared isomer or geometry (same formula, charge and spin) is 0.000 eV. Its HOMO-LUMO gap (spin up / spin down) is 4.3 / 5.3 eV.

---

Record 3
Below is an isolated ion of composition C27H39N4O2 and charge +1, with properties calculated with ωB97M-V/def2-TZVPD.

```
! RIJCOSX wB97M-V def2-TZVPD def2/J DEFGRID3
* xyz 1 1
C -2.54159 2.76195 -1.03140
C -2.51082 1.69632 0.05859
N -2.97643 0.40698 -0.42272
C -4.37537 0.34933 -0.80426
C -5.39468 0.51780 0.32799
C -2.56969 -0.67069 0.45176
C -1.08666 -0.95265 0.26418
O -0.46427 -0.54608 -0.69667
N -0.50708 -1.73936 1.22394
C -1.20331 -2.23952 2.36114
C -1.51440 -1.39684 3.41936
C -2.18915 -1.89918 4.51763
C -2.54073 -3.23843 4.56033
C -2.20129 -4.08031 3.51590
C -1.52883 -3.59092 2.40557
C -1.05354 -4.47015 1.29066
C 0.46316 -4.65722 1.40591
C 1.30305 -3.44185 1.11264
C 2.65965 -3.65777 0.86528
C 3.52126 -2.64533 0.49942
C 3.04188 -1.34216 0.42080
N 3.88864 -0.33606 -0.09622
C 3.54858 0.91366 -0.41192
O 2.49927 1.46633 -0.06957
C 4.49648 1.69040 -1.31953
C 3.72246 2.10543 -2.58327
N 2.46360 2.80964 -2.24498
C 2.66755 4.25767 -1.99936
C 1.61775 4.81046 -1.04917
C 1.37732 2.55201 -3.22326
C 0.82367 1.14047 -3.12940
C 1.72592 -1.08850 0.75923
C 0.84614 -2.12389 1.05644
H -1.98480 3.63677 -0.70218
H -2.09091 2.36467 -1.93691
H -3.55730 3.07535 -1.25409
H -1.47283 1.55799 0.37247
H -3.07880 2.04586 0.93781
H -4.53360 -0.61906 -1.28806
H -4.54301 1.11961 -1.55837
H -6.39967 0.43641 -0.07644
H -5.29775 1.49225 0.80031
H -5.26764 -0.25167 1.08641
H -3.10579 -1.58171 0.16734
H -2.78896 -0.47243 1.51227
H -1.22296 -0.35715 3.38011
H -2.43482 -1.24700 5.34135
H -3.06938 -3.62941 5.41572
H -2.45994 -5.12777 3.55986
H -1.29448 -4.02838 0.32078
H -1.53507 -5.44648 1.35229
H 0.77450 -5.45042 0.72176
H 0.69571 -4.99910 2.42041
H 3.03736 -4.66766 0.92271
H 4.55083 -2.86870 0.26151
H 4.80417 -0.66956 -0.37000
H 4.84521 2.57315 -0.77912
H 5.36564 1.10318 -1.61044
H 4.34040 2.74586 -3.21790
H 3.46933 1.20638 -3.14715
H 2.18023 2.37153 -1.30078
H 2.64969 4.78411 -2.95693
H 3.65353 4.39342 -1.55230
H 1.61758 4.24984 -0.11726
H 0.61962 4.77634 -1.47628
H 1.84645 5.84783 -0.82293
H 0.57359 3.25734 -3.01283
H 1.76323 2.75809 -4.22590
H -0.02890 1.05414 -3.79662
H 0.47612 0.90077 -2.12689
H 1.54576 0.38701 -3.43220
H 1.34911 -0.08289 0.75346
*
```

As for the SMILES: CCN(CC)CC(=O)N1c2ccccc2CCc2ccc(NC(=O)CC[NH+](CC)CC)cc21. The HOMO energy is -10.30 eV. Its energy relative to the best compared isomer or geometry (same formula, charge and spin) is 0.461 eV. Its HOMO-LUMO gap is 8.2 eV.

---

Record 4
Below is C27H40MgN4O9P2Si2 as an isolated structure, with properties calculated with ωB97M-V/def2-TZVPD.

```
! RIJCOSX wB97M-V def2-TZVPD def2/J DEFGRID3
* xyz -2 1
Mg -0.15831 -1.49976 0.45068
C 4.32823 -1.69264 0.64818
O 3.42514 -0.62876 0.84714
C 3.65590 0.54286 0.22497
C 4.77714 0.82300 -0.54829
C 4.91980 2.07999 -1.13179
C 3.95931 3.05747 -0.94426
C 2.83451 2.77452 -0.17490
C 2.66858 1.52982 0.40633
N 1.50918 1.11636 1.11069
N 0.95943 2.03247 1.75528
C -0.17840 1.70362 2.48522
C -0.59371 0.36861 2.76629
O -0.08420 -0.66196 2.26125
C -1.70240 0.20702 3.69360
C -2.41155 1.25710 4.15319
C -2.07709 2.60169 3.78611
C -2.85642 3.69178 4.21189
C -2.54173 4.98135 3.85749
C -1.40820 5.20482 3.05578
C -0.63060 4.15881 2.62566
C -0.93786 2.81754 2.97106
H 5.32357 -1.44247 1.03217
H 3.91701 -2.53062 1.20319
H 4.40203 -1.95774 -0.41025
H 5.53133 0.06582 -0.70733
H 5.78867 2.28083 -1.74776
H 4.06542 4.02795 -1.41352
H 2.05374 3.51035 -0.03443
H -1.95344 -0.81794 3.93940
H -3.26500 1.09968 4.80699
H -3.72437 3.48988 4.83288
H -3.15233 5.81176 4.19182
H -1.14532 6.21694 2.76765
H 0.23333 4.33864 2.00193
O -1.30136 -4.97555 0.52081
P -1.96223 -3.79305 1.40298
O -3.26479 -4.25724 1.91311
O -1.87534 -2.50036 0.61810
O -0.90527 -3.66653 2.65126
P 0.70801 -3.56023 2.51448
O 1.13768 -5.12916 2.33932
O 1.29667 -3.03227 3.75643
O 0.98852 -2.99770 1.13287
H -0.38705 -4.75611 0.28601
H 1.01430 -5.56846 3.18729
C -0.37675 1.99153 -1.77820
Si 0.04989 0.36594 -2.66238
C 1.31356 0.94330 -3.96848
C -1.53826 -0.00749 -3.63669
C 0.63840 -1.04722 -1.65718
Si 1.19164 -2.48421 -2.64432
C 1.31637 -4.15017 -1.76495
C 2.92918 -2.25733 -3.40036
C 0.08033 -2.87884 -4.13259
H -0.14519 2.82394 -2.45236
H 0.16454 2.13657 -0.84910
H -1.43975 2.03428 -1.53917
H 0.94197 1.81820 -4.51378
H 1.53870 0.16120 -4.69856
H 2.25284 1.22290 -3.48009
H -2.05336 0.93327 -3.85774
H -2.21541 -0.63355 -3.04930
H -1.34595 -0.51701 -4.58356
H 1.56668 -0.68483 -1.17213
H 1.78867 -4.08568 -0.78393
H 1.88662 -4.84022 -2.39676
H 0.31891 -4.58013 -1.63238
H 3.64311 -1.91102 -2.64719
H 2.92692 -1.51618 -4.20303
H 3.30249 -3.20213 -3.81011
H -0.97808 -2.87022 -3.86314
H 0.32795 -3.88247 -4.49411
H 0.22595 -2.17827 -4.95970
C -4.47715 2.46555 0.82176
N -4.21939 1.13964 0.28869
C -5.31361 0.19026 0.19838
C -2.97773 0.67616 0.28890
N -1.90923 0.25060 0.31572
H -5.09742 3.03918 0.12822
H -3.53359 2.98619 0.97449
H -4.98753 2.40019 1.78819
H -6.03478 0.51479 -0.55601
H -5.82362 0.09619 1.16248
H -4.91845 -0.78504 -0.07648
*
```

The HOMO energy is -2.26 eV. Its HOMO-LUMO gap is 6.5 eV.

---

Record 5
Below is a 2-piece molecular cluster, C27H41 overall, with properties calculated with ωB97M-V/def2-TZVPD.

```
! RIJCOSX wB97M-V def2-TZVPD def2/J DEFGRID3
* xyz 1 1
C -5.59068 -2.78512 0.55988
C -5.48279 -1.30781 0.96055
C -5.28664 -0.35115 -0.22051
C -5.41969 1.12949 0.15690
C -4.29568 1.68614 1.04546
C -2.94273 1.88798 0.32436
C -1.92220 0.77877 0.56804
C -0.60027 1.02131 -0.16623
C 0.46483 0.00243 0.13021
C 1.61130 0.36979 0.67869
C 0.19750 -1.44029 -0.18542
C -0.12373 -2.27896 1.05599
C -0.53893 -3.71802 0.73995
C -1.85051 -3.83113 -0.04519
C -3.07772 -3.29753 0.69757
C -4.35104 -3.33839 -0.14882
H -5.79794 -3.39559 1.44918
H -6.47097 -2.91787 -0.08394
H -6.38817 -1.01276 1.50829
H -4.66521 -1.17866 1.67822
H -4.31362 -0.52824 -0.69150
H -6.02642 -0.60051 -0.99350
H -5.49023 1.74057 -0.75324
H -6.38813 1.26998 0.65581
H -4.62308 2.64865 1.46274
H -4.15874 1.04430 1.92323
H -3.11453 1.99588 -0.75321
H -2.49059 2.84106 0.63087
H -1.72477 0.68205 1.64296
H -2.34341 -0.18211 0.25903
H -0.77364 1.05288 -1.24867
H -0.22210 2.01733 0.09296
H 2.38495 -0.34046 0.89213
H 1.81226 1.39503 0.91723
H -0.62732 -1.50245 -0.90412
H 1.06381 -1.85960 -0.71106
H 0.74498 -2.27150 1.72777
H -0.91576 -1.78270 1.62682
H 0.27093 -4.20724 0.18277
H -0.62947 -4.28795 1.67316
H -1.75406 -3.30461 -1.00150
H -2.03144 -4.87844 -0.31850
H -3.22823 -3.86542 1.62408
H -2.89298 -2.26773 1.01662
H -4.53324 -4.37313 -0.46742
H -4.18427 -2.78146 -1.07834
C 3.80233 3.21236 -1.29248
C 3.08300 3.12753 -2.65069
C 3.59627 1.86064 -3.26369
C 4.51542 1.27448 -2.45629
C 4.74815 2.03815 -1.28738
C 5.78861 1.83031 -0.33950
C 6.56213 0.64989 -0.31892
C 7.64581 0.53764 0.51721
C 7.99233 1.59041 1.35013
C 7.23370 2.74754 1.37081
C 6.13474 2.86076 0.55785
H 4.32812 4.16573 -1.17498
H 3.10624 3.11916 -0.45028
H 1.99392 3.10630 -2.52472
H 3.31557 3.98460 -3.29590
H 3.35153 1.51488 -4.25403
H 5.06876 0.38703 -2.70956
H 6.29303 -0.17488 -0.95567
H 8.23520 -0.36506 0.52003
H 8.86812 1.51989 1.97049
H 7.51104 3.57573 2.00250
H 5.54636 3.76011 0.57477
*
```

The HOMO energy is -11.54 eV. Its HOMO-LUMO gap is 5.9 eV.

---

Record 6
Below is a 5-piece molecular cluster, C27H41BF7O15S overall, with properties calculated with ωB97M-V/def2-TZVPD.

```
! RIJCOSX wB97M-V def2-TZVPD def2/J DEFGRID3
* xyz -1 1
C -1.74372 -3.29999 5.99986
C -2.46662 -1.96454 5.82286
O -2.88082 -1.78297 4.49519
B -2.22581 -0.73310 3.72685
C -2.57775 0.75208 4.26801
O -2.64598 -0.93011 2.28935
C -1.59285 -1.24864 1.45286
C -2.03401 -2.41228 0.51999
C -3.37834 -2.22773 -0.18776
O -3.16141 -1.86903 -1.56775
C -1.40578 0.05744 0.54156
F -2.63227 0.60579 0.40143
F -1.03311 -0.26333 -0.73704
C -0.48073 1.26486 0.89531
F -0.41532 1.47492 2.20320
F 0.75177 1.06194 0.41211
C -0.94090 2.60578 0.25738
F 0.05558 3.48854 0.31154
F -1.26726 2.46776 -1.02784
F -1.96728 3.13233 0.88140
C -0.48377 -1.72791 2.54971
O -0.71056 -3.09534 2.84156
S 1.39493 -1.72498 2.20531
C 1.47540 -2.16287 0.48608
O 1.95957 -0.41262 2.40516
O 1.96856 -2.84319 2.92473
O -0.72163 -0.98009 3.62275
H -0.80681 -3.29602 5.42952
H -1.51520 -3.48396 7.06061
H -2.37307 -4.11799 5.62330
H -3.35051 -1.93331 6.48792
H -1.79370 -1.15124 6.14467
H -3.54833 1.04336 3.83605
H -2.68029 0.80450 5.36181
H -1.84081 1.51136 3.97701
H -1.27656 -2.66484 -0.23358
H -2.14394 -3.27735 1.17763
H -3.93467 -3.17797 -0.15361
H -3.98474 -1.46743 0.31850
H -4.02905 -1.59874 -1.90666
H -0.36564 -3.66714 2.14000
H 0.77365 -1.60455 -0.11836
H 2.49986 -1.94462 0.15943
H 1.30777 -3.24255 0.40775
O 3.92397 9.03600 0.92783
C 2.97325 8.31045 0.87812
O 1.75209 8.75269 0.48344
C 0.77766 7.70115 0.59754
C 1.57668 6.40404 0.55969
C 2.88752 6.83314 1.21201
H 0.24539 7.82897 1.54270
H 0.07159 7.81128 -0.22251
H 1.07295 5.58216 1.06023
H 1.75760 6.11048 -0.47575
H 2.85955 6.73609 2.29916
H 3.76791 6.31483 0.84202
O -2.90880 4.91592 -6.26484
C -2.22984 4.82992 -5.28215
O -1.20924 3.94671 -5.18244
C -0.61983 4.00401 -3.86893
C -0.98053 5.38286 -3.32890
C -2.33080 5.62887 -3.99491
H -1.04729 3.20459 -3.26534
H 0.44929 3.83590 -3.97375
H -1.00292 5.40815 -2.24101
H -0.25544 6.12100 -3.67627
H -3.15973 5.22013 -3.41348
H -2.54343 6.67069 -4.21982
O 1.53614 -5.38859 -0.24512
C 2.72666 -5.47488 -0.36882
O 3.57685 -4.52768 0.07900
C 4.92560 -4.84992 -0.28287
C 4.93328 -6.35831 -0.51048
C 3.51464 -6.59666 -1.01640
H 5.17422 -4.29446 -1.18954
H 5.57127 -4.52288 0.52891
H 5.71543 -6.67584 -1.19714
H 5.08046 -6.87321 0.44036
H 3.42853 -6.46572 -2.09586
H 3.09022 -7.55888 -0.74004
O 2.61321 -3.48773 -3.27852
C 1.51888 -3.04216 -3.50662
O 0.97350 -2.05723 -2.77779
C -0.35999 -1.74836 -3.24750
C -0.38837 -2.25440 -4.68632
C 0.56119 -3.44602 -4.61237
H -1.09673 -2.25176 -2.62669
H -0.50306 -0.67612 -3.15428
H -1.39567 -2.49662 -5.01903
H 0.02294 -1.50091 -5.36084
H 0.06039 -4.36565 -4.30264
H 1.11491 -3.64024 -5.52782
*
```

The HOMO energy is -5.49 eV. Its energy relative to the best compared isomer or geometry (same formula, charge and spin) is 0.000 eV. Its HOMO-LUMO gap is 7.5 eV.

---

In the order shown, the computed F_max values come out to 0.33, 0.33, 0.76, 0.70, 1.17, 0.90 eV/A.